{"formula": "C41H112N14O14", "method": "ωB97M-V with the def2-TZVPD basis set", "smiles": "COC[C@H](C)N.COC[C@H](C)N.COC[C@H](C)N.COC[C@H](C)N.COC[C@H](C)N.COCCNCCOC.COCCNCCOC.COCCNCCOC.NC(N)=O.NC(N)=O.NC(N)=O", "orbital_gap_ev": 8.225, "total_charge": 0, "de_lowest_kcal_mol": 96.4, "e_lumo_ev": 0.317, "species": ["C", "O", "C", "C", "C", "N", "H", "H", "H", "H", "H", "H", "H", "H", "H", "H", "H", "C", "O", "C", "C", "C", "N", "H", "H", "H", "H", "H", "H", "H", "H", "H", "H", "H", "C", "O", "C", "C", "C", "N", "H", "H", "H", "H", "H", "H", "H", "H", "H", "H", "H", "C", "O", "C", "C", "C", "N", "H", "H", "H", "H", "H", "H", "H", "H", "H", "H", "H", "C", "O", "C", "C", "C", "N", "H", "H", "H", "H", "H", "H", "H", "H", "H", "H", "H", "C", "O", "C", "C", "N", "C", "C", "O", "C", "H", "H", "H", "H", "H", "H", "H", "H", "H", "H", "H", "H", "H", "H", "H", "C", "O", "C", "C", "N", "C", "C", "O", "C", "H", "H", "H", "H", "H", "H", "H", "H", "H", "H", "H", "H", "H", "H", "H", "C", "O", "C", "C", "N", "C", "C", "O", "C", "H", "H", "H", "H", "H", "H", "H", "H", "H", "H", "H", "H", "H", "H", "H", "N", "C", "N", "O", "H", "H", "H", "H", "N", "C", "N", "O", "H", "H", "H", "H", "N", "C", "N", "O", "H", "H", "H", "H"], "positions_angstrom": [[-3.292, 3.800, 1.772], [-2.200, 2.994, 2.170], [-2.388, 2.486, 3.476], [-1.059, 1.980, 4.075], [-1.137, 1.533, 5.557], [-0.051, 3.027, 4.063], [-3.191, 3.828, 0.687], [-3.094, 4.795, 2.170], [-4.235, 3.325, 2.044], [-2.804, 3.334, 4.020], [-3.123, 1.682, 3.472], [-0.792, 1.166, 3.402], [-0.177, 1.108, 5.851], [-1.807, 0.712, 5.813], [-1.505, 2.357, 6.167], [-0.355, 3.737, 3.412], [0.814, 2.630, 3.727], [-3.931, 0.262, -0.233], [-3.541, 0.000, -1.629], [-3.942, -1.237, -2.160], [-3.190, -1.676, -3.460], [-3.626, -0.894, -4.687], [-3.376, -3.111, -3.810], [-3.581, -0.417, 0.544], [-5.006, 0.304, -0.058], [-3.442, 1.207, 0.003], [-3.842, -2.023, -1.411], [-5.025, -1.126, -2.215], [-2.126, -1.519, -3.285], [-2.981, -1.187, -5.515], [-3.439, 0.178, -4.751], [-4.663, -1.080, -4.967], [-2.965, -3.379, -4.693], [-4.372, -3.263, -3.885], [2.465, 6.000, 1.379], [1.189, 5.575, 1.781], [0.304, 5.378, 0.690], [0.650, 4.190, -0.333], [-0.426, 4.109, -1.475], [0.618, 2.976, 0.410], [3.174, 6.078, 2.203], [2.386, 7.007, 0.969], [2.925, 5.267, 0.717], [-0.699, 5.242, 1.094], [0.229, 6.286, 0.093], [1.626, 4.444, -0.746], [-0.369, 5.056, -2.012], [-1.452, 3.916, -1.162], [-0.302, 3.270, -2.159], [1.266, 3.093, 1.176], [-0.263, 2.882, 0.895], [2.510, 1.580, -2.256], [3.690, 0.872, -1.823], [3.816, 0.892, -0.432], [4.955, -0.092, -0.040], [5.177, -0.341, 1.431], [6.213, 0.307, -0.628], [2.390, 1.288, -3.299], [2.674, 2.642, -2.075], [1.554, 1.262, -1.839], [3.980, 1.902, -0.056], [2.858, 0.665, 0.035], [4.582, -1.005, -0.505], [5.801, 0.402, 1.928], [5.706, -1.259, 1.682], [4.174, -0.418, 1.850], [6.082, 0.176, -1.621], [6.908, -0.361, -0.327], [-6.664, 6.461, -4.588], [-5.860, 5.347, -4.929], [-5.102, 4.886, -3.767], [-4.912, 3.349, -3.783], [-6.227, 2.478, -3.827], [-4.034, 3.023, -2.673], [-7.119, 6.743, -5.537], [-6.043, 7.151, -4.016], [-7.444, 6.208, -3.869], [-4.136, 5.385, -3.855], [-5.526, 5.239, -2.827], [-4.427, 3.332, -4.760], [-5.958, 1.496, -4.217], [-6.936, 2.864, -4.559], [-6.675, 2.511, -2.833], [-3.101, 3.302, -2.941], [-4.027, 2.014, -2.639], [-5.393, -0.872, 3.714], [-4.688, -1.607, 2.672], [-3.330, -1.737, 2.909], [-2.599, -2.786, 1.881], [-1.897, -3.898, 2.546], [-1.324, -4.742, 1.438], [-0.495, -5.924, 2.050], [-1.382, -6.778, 2.786], [-0.761, -7.559, 3.743], [-5.694, -1.482, 4.565], [-6.315, -0.685, 3.164], [-4.977, 0.085, 4.030], [-3.130, -2.024, 3.942], [-2.921, -0.727, 2.898], [-1.908, -2.142, 1.337], [-3.360, -3.103, 1.167], [-2.471, -4.464, 3.154], [-0.522, -4.130, 1.025], [-1.978, -5.064, 0.628], [0.241, -5.500, 2.733], [0.015, -6.507, 1.283], [-1.506, -8.165, 4.259], [-0.279, -7.005, 4.549], [-0.058, -8.192, 3.202], [7.401, -3.220, -1.989], [6.169, -2.475, -2.084], [5.543, -2.508, -3.363], [4.043, -2.263, -3.115], [3.296, -2.467, -4.328], [1.949, -3.127, -4.287], [0.905, -2.044, -4.123], [0.948, -1.171, -5.195], [0.077, -0.057, -5.078], [7.944, -2.939, -1.086], [8.060, -3.239, -2.857], [7.233, -4.261, -1.714], [5.652, -3.367, -4.026], [6.016, -1.767, -4.007], [3.819, -1.220, -2.888], [3.670, -2.999, -2.402], [3.110, -1.575, -4.763], [1.839, -3.816, -3.451], [1.909, -3.627, -5.255], [1.225, -1.519, -3.223], [-0.103, -2.455, -4.067], [-0.128, 0.313, -4.074], [-0.886, -0.299, -5.527], [0.562, 0.752, -5.626], [4.411, 3.513, 6.459], [4.412, 2.716, 5.277], [3.654, 3.457, 4.229], [3.493, 2.612, 2.938], [2.356, 1.738, 2.977], [2.643, 0.809, 4.093], [1.706, -0.435, 4.067], [1.675, -0.955, 2.755], [0.988, -2.179, 2.710], [5.064, 3.034, 7.187], [3.451, 3.590, 6.971], [4.908, 4.481, 6.388], [4.268, 4.317, 3.961], [2.724, 3.784, 4.695], [4.482, 2.255, 2.651], [3.318, 3.303, 2.113], [2.358, 1.081, 2.210], [2.470, 1.317, 5.042], [3.679, 0.471, 4.108], [0.691, -0.121, 4.310], [1.958, -1.181, 4.821], [1.579, -3.043, 3.016], [0.733, -2.417, 1.678], [0.055, -2.127, 3.270], [1.886, -4.121, -0.581], [2.738, -4.490, 0.290], [3.431, -3.468, 0.706], [3.011, -5.667, 0.514], [1.336, -4.861, -0.991], [1.741, -3.131, -0.722], [4.300, -3.643, 1.191], [3.173, -2.502, 0.564], [-1.322, -5.642, -3.405], [-0.635, -5.220, -2.409], [-1.072, -4.069, -1.945], [0.357, -5.820, -2.019], [-0.951, -6.481, -3.826], [-2.118, -5.062, -3.631], [-1.854, -3.645, -2.424], [-0.698, -3.616, -1.124], [0.506, 0.037, 0.584], [-0.302, -0.328, -0.405], [-1.100, 0.610, -0.704], [-0.333, -1.465, -0.842], [0.764, -0.682, 1.244], [0.613, 1.000, 0.866], [-1.925, 0.477, -1.271], [-0.901, 1.524, -0.321]], "forces_ev_per_angstrom": [[1.086, -0.303, -0.732], [0.540, -0.950, -0.188], [0.379, 0.375, 0.699], [-0.664, 0.299, 0.450], [-0.879, -0.751, -0.534], [-0.560, 0.385, -0.075], [-0.440, 0.258, -0.099], [-0.758, 0.194, 0.173], [-0.178, 0.377, 0.113], [0.008, -0.062, 0.783], [-0.161, -0.186, -0.023], [0.269, -0.465, 0.055], [0.221, 0.732, 0.208], [-0.468, -0.254, -0.574], [0.655, 0.174, 0.054], [0.362, 0.243, -0.197], [0.276, 0.172, -0.251], [0.208, 0.218, -0.457], [0.245, 0.507, 1.095], [-0.704, -1.276, 0.484], [-0.395, 0.737, -0.442], [0.627, 0.731, -0.890], [-0.378, 0.156, 1.622], [0.469, -0.696, -0.625], [-0.178, 0.213, -0.625], [-0.448, 0.131, -0.090], [0.533, -0.215, 0.179], [-0.389, -0.424, -1.028], [0.092, 0.077, 0.182], [-0.174, -0.569, -0.228], [-0.256, 0.324, 0.898], [-0.045, -0.074, 0.120], [0.099, 0.556, -0.231], [-0.159, -0.339, -0.092], [0.373, 0.131, 0.022], [-0.360, -0.851, 0.086], [-0.070, 0.094, -1.483], [-2.246, 1.491, 0.590], [0.808, 0.473, 0.411], [1.083, -1.018, 0.411], [-0.500, -0.127, 0.499], [0.190, -0.023, -0.556], [0.042, 0.270, -0.494], [0.083, -0.381, 0.239], [0.210, 0.472, -0.089], [0.043, -0.581, -0.171], [-0.340, -0.119, -0.296], [-0.090, 0.508, 0.749], [0.839, 0.063, -0.108], [0.339, -0.273, 0.393], [-0.572, 0.378, 0.192], [0.864, -0.809, -0.523], [-1.194, 0.230, -0.314], [0.612, 0.058, 1.261], [-0.486, 0.150, -0.302], [-0.728, 0.031, 0.428], [-0.222, 0.427, -0.391], [0.318, 0.646, -0.287], [-0.253, 0.158, -0.310], [0.221, -0.181, 0.885], [0.648, 0.569, -0.132], [-0.107, -0.820, 0.062], [0.112, -0.558, 0.034], [-0.410, 0.536, -0.126], [-0.124, -0.373, -0.545], [0.101, 0.046, 0.714], [0.490, 0.083, -0.320], [0.190, -0.109, -0.185], [0.265, -0.858, 0.145], [0.287, -0.938, 1.399], [-0.863, 0.100, -0.617], [-1.177, 1.681, -1.169], [1.409, 1.330, -0.180], [-0.328, -0.476, -0.268], [0.163, 0.785, 0.337], [-0.027, 0.882, -0.693], [-0.384, -0.389, -0.053], [0.403, -0.201, 0.165], [-0.452, -0.063, 0.065], [0.236, -1.136, -0.316], [-0.072, -0.283, 0.611], [0.089, 0.345, 0.114], [-0.074, -0.504, -0.042], [0.296, 0.037, 0.147], [0.324, -0.372, 0.430], [-0.965, -0.807, -1.859], [-1.053, 0.281, 0.871], [1.602, -1.080, -0.127], [-1.187, 1.748, 2.044], [0.275, 0.114, -1.965], [1.803, -0.478, 2.042], [-1.387, 0.343, 0.041], [-0.827, 1.297, -0.426], [0.228, -0.731, 0.056], [0.589, -0.211, 0.145], [-0.241, 0.450, 0.397], [0.539, -0.127, -0.146], [-0.039, -0.654, 0.240], [0.690, 0.224, -0.610], [0.454, -0.441, -0.159], [-0.252, -0.150, -0.077], [-0.421, 0.019, -0.163], [-0.148, 0.176, -0.508], [-0.422, 0.018, 0.217], [0.157, 0.074, 0.057], [0.105, 0.099, -0.187], [-0.153, -0.152, -0.335], [0.402, 0.400, -0.149], [0.406, -0.369, 0.526], [-0.590, -0.534, 0.894], [1.367, -1.045, -0.386], [-0.500, 0.659, 0.070], [-0.074, 0.179, -0.789], [-0.928, -0.880, -1.235], [1.265, 0.909, -0.360], [0.059, -0.839, 0.414], [0.155, 1.202, -0.710], [0.328, -0.103, -0.600], [0.093, 0.939, -0.217], [-0.197, 0.570, -0.190], [-0.638, -0.397, -0.524], [0.046, -0.993, 0.849], [-0.199, 0.786, 0.055], [0.594, -0.140, 1.295], [0.259, 0.299, 0.528], [0.246, -0.002, -0.267], [0.275, -0.217, -0.111], [-0.650, -0.305, 0.147], [-0.623, 0.156, 0.521], [-0.211, -0.180, 0.542], [0.326, -0.341, 0.449], [-0.140, 0.075, -0.155], [-0.250, 0.065, -0.135], [1.059, -0.852, 0.706], [-0.935, 1.577, -0.605], [1.148, -1.165, 0.287], [0.152, 2.355, -0.112], [0.856, -2.033, 1.204], [-1.329, -1.423, 0.757], [-0.015, 1.479, -0.113], [0.926, -0.428, 0.543], [-0.477, -0.826, -0.307], [-0.016, -0.536, -0.078], [-0.371, 0.169, -0.446], [-0.401, 0.398, -0.713], [-0.065, 0.243, 0.069], [-0.271, -0.004, -0.358], [0.050, -1.000, 0.401], [-0.187, 0.554, 0.037], [0.062, 0.306, -0.847], [0.026, -0.003, 0.013], [0.158, 0.063, -0.192], [-0.220, 0.105, 0.081], [0.500, -0.120, -0.087], [0.235, 0.149, 0.471], [-0.084, 0.176, -0.207], [-0.063, -0.096, 0.133], [-3.883, 1.208, -2.586], [2.093, -2.915, 0.094], [3.310, 2.916, 3.003], [0.031, -0.271, 0.872], [-0.627, 0.016, -0.650], [-0.480, -0.335, -0.416], [-0.321, 0.086, 0.028], [0.095, -0.324, -0.080], [-2.045, -1.633, -3.153], [2.357, 0.398, 1.922], [-0.623, 2.174, 1.454], [0.757, -0.738, 0.679], [-0.730, 0.247, -0.398], [-0.150, -0.906, -0.735], [0.009, 0.188, 0.399], [0.053, 0.024, -0.326], [2.274, -0.550, 1.815], [1.268, -2.072, 1.505], [-3.086, 4.351, -2.279], [-0.160, -1.669, -0.719], [0.301, 0.660, -0.513], [-0.187, -0.261, -0.142], [0.334, -0.188, -0.410], [-0.279, -0.226, -0.164]]}